The following is a DFT calculation (the ωB97M-V functional and the def2-TZVPD basis) of a molecular structure, C30H32HgNO2P2S.

**HOMO level (alpha / beta)**: -7.32 / -8.26 eV
**Expectation value of S²**: 0.759
**Gap between HOMO and LUMO (alpha / beta)**: 7.99 / 7.47 eV

Geometry as ORCA input:
```
! wB97M-V def2-TZVPD RIJCOSX def2/J DEFGRID3
* xyz 0 2
Hg -1.658 -0.350 -3.955
C 1.937 -4.538 1.449
S 3.388 -3.470 1.571
C 2.687 -2.035 2.432
C 2.226 -0.897 1.530
C 1.119 -1.319 0.565
N 0.597 -0.163 -0.130
P 1.034 0.188 -1.636
C 2.786 -0.206 -1.952
C 3.109 -1.485 -2.398
C 4.436 -1.855 -2.564
C 5.446 -0.940 -2.306
C 5.130 0.344 -1.880
C 3.806 0.710 -1.698
C 0.891 1.982 -1.784
C 0.928 2.549 -3.057
C 0.808 3.920 -3.212
C 0.634 4.730 -2.096
C 0.587 4.168 -0.829
C 0.718 2.796 -0.668
P -2.296 0.546 -0.255
C -1.841 1.491 1.244
C -2.178 2.844 1.264
C -1.764 3.663 2.302
C -0.985 3.143 3.328
C -0.636 1.800 3.312
C -1.063 0.980 2.277
C -2.424 -1.166 0.365
C -1.968 -2.192 -0.456
C -2.079 -3.516 -0.058
C -2.656 -3.822 1.167
C -3.133 -2.806 1.985
C -3.022 -1.483 1.583
H 2.282 -5.487 1.039
H 1.170 -4.128 0.793
H 1.513 -4.720 2.436
H 3.469 -1.679 3.104
H 1.868 -2.394 3.060
H 3.072 -0.521 0.949
H 1.866 -0.069 2.149
H 0.308 -1.797 1.125
H 1.533 -2.077 -0.110
H 2.318 -2.193 -2.615
H 4.681 -2.854 -2.900
H 6.481 -1.225 -2.441
H 5.919 1.060 -1.684
H 3.559 1.709 -1.358
H 1.047 1.913 -3.928
H 0.840 4.357 -4.201
H 0.532 5.801 -2.218
H 0.444 4.797 0.042
H 0.678 2.347 0.317
H -2.761 3.263 0.452
H -2.039 4.711 2.306
H -0.653 3.782 4.136
H -0.030 1.388 4.110
H -0.781 -0.065 2.271
H -1.524 -1.943 -1.413
H -1.724 -4.309 -0.706
H -2.743 -4.855 1.481
H -3.592 -3.045 2.936
H -3.398 -0.689 2.218
C -6.178 0.981 -0.954
C -4.775 0.451 -1.051
O -3.957 0.978 -0.125
O -4.407 -0.364 -1.859
H -6.218 1.909 -0.391
H -6.793 0.233 -0.452
H -6.574 1.118 -1.958
*
```

The following is a DFT calculation (the ωB97M-V functional and the def2-TZVPD basis) of 2 unconnected molecules or ions with the total composition C2H8NO2.

**HOMO level**: -3.22 eV
**Relative energy (zero: lowest compared OMol25 entry of this formula, charge and spin)**: 0.940 eV
**Gap between HOMO and LUMO**: 7.83 eV

Geometry as ORCA input:
```
! wB97M-V def2-TZVPD RIJCOSX def2/J DEFGRID3
* xyz -1 1
C -0.341 -0.791 -0.749
O -0.303 0.169 -1.721
C -1.039 -0.368 0.619
N -0.141 0.564 1.391
H -0.774 -1.830 -1.046
H 0.666 -1.266 -0.347
H -1.983 0.138 0.318
H -1.244 -1.363 1.157
H 0.360 -0.026 2.055
H 0.483 1.138 0.842
H 1.578 1.901 -0.405
H 0.975 0.650 -1.312
O 1.762 1.086 -0.804
*
```

The following is a DFT calculation (the ωB97M-V functional and the def2-TZVPD basis) of 2 unconnected molecules or ions with the total composition C3H10N2.

**HOMO level**: -8.29 eV
**Relative energy (zero: lowest compared OMol25 entry of this formula, charge and spin)**: 1.317 eV
**Gap between HOMO and LUMO**: 9.22 eV
**Structure (SMILES)**: C=CN.CN

Geometry as ORCA input:
```
! wB97M-V def2-TZVPD RIJCOSX def2/J DEFGRID3
* xyz 0 1
C -1.171 2.604 -3.003
C -2.068 2.105 -2.145
N -1.812 1.426 -0.965
H -0.107 2.550 -2.812
H -1.532 2.740 -4.014
H -3.117 2.347 -2.286
H -2.506 1.548 -0.247
H -0.843 1.493 -0.692
C 2.505 -2.551 2.014
N 1.979 -2.808 3.362
H 2.970 -3.406 1.523
H 3.285 -1.789 2.102
H 1.785 -2.078 1.355
H 0.983 -3.001 3.293
H 2.350 -3.691 3.703
*
```

The following is a DFT calculation (the ωB97M-V functional and the def2-TZVPD basis) of a single C4H8N2OS molecule.

**HOMO level**: -7.92 eV
**Relative energy (zero: lowest compared OMol25 entry of this formula, charge and spin)**: 3.676 eV
**Gap between HOMO and LUMO**: 8.62 eV
**Structure (SMILES)**: C=CN(S)/C=N\OC

Geometry as ORCA input:
```
! wB97M-V def2-TZVPD RIJCOSX def2/J DEFGRID3
* xyz 0 1
C -1.357 1.268 2.717
C -1.377 1.222 1.375
N -0.527 0.471 0.548
S 0.657 -0.501 1.381
C -0.705 0.566 -0.819
N -0.157 0.053 -1.846
O 0.894 -0.827 -1.592
C 1.392 -1.301 -2.838
H -0.693 0.711 3.362
H -2.036 1.916 3.245
H -2.076 1.820 0.826
H 1.169 -0.993 0.241
H -1.522 1.248 -1.089
H 0.619 -1.835 -3.389
H 2.198 -1.997 -2.612
H 1.755 -0.439 -3.459
*
```

The following is a DFT calculation (the ωB97M-V functional and the def2-TZVPD basis) of a gas-phase ion, C10H19N4O2S (charge +1).

**HOMO level**: -12.28 eV
**Relative energy (zero: lowest compared OMol25 entry of this formula, charge and spin)**: 0.062 eV
**Gap between HOMO and LUMO**: 9.43 eV
**Structure (SMILES)**: CCN(CC)C(=O)CSc1nnc(CC[NH3+])o1

Geometry as ORCA input:
```
! wB97M-V def2-TZVPD RIJCOSX def2/J DEFGRID3
* xyz 1 1
C -0.817 -2.131 -0.429
C -1.453 -1.496 0.805
N -1.842 -0.110 0.580
C -3.121 0.135 -0.070
C -2.990 0.276 -1.587
C -0.986 0.848 0.907
O 0.119 0.598 1.421
C -1.400 2.293 0.661
S 0.088 3.346 0.489
C 0.904 2.206 -0.521
N 0.354 1.411 -1.388
N 1.257 0.454 -1.665
C 2.315 0.712 -0.977
C 3.482 -0.165 -0.717
C 3.103 -1.148 0.399
N 2.533 -0.430 1.572
O 2.167 1.838 -0.229
H -0.083 -1.463 -0.875
H -0.336 -3.066 -0.153
H -1.568 -2.351 -1.181
H -2.341 -2.056 1.103
H -0.751 -1.504 1.643
H -3.775 -0.706 0.167
H -3.573 1.029 0.363
H -3.891 0.731 -1.989
H -2.133 0.888 -1.855
H -2.864 -0.694 -2.059
H -1.992 2.410 -0.241
H -1.942 2.683 1.524
H 3.734 -0.723 -1.617
H 4.334 0.448 -0.424
H 2.355 -1.851 0.031
H 3.991 -1.701 0.710
H 2.509 -1.034 2.397
H 3.093 0.402 1.791
H 1.522 -0.081 1.416
*
```

The following is a DFT calculation (the ωB97M-V functional and the def2-TZVPD basis) of a molecular structure, C2H4I3N2.

**HOMO level (alpha / beta)**: -12.88 / -13.40 eV
**Expectation value of S²**: 2.008
**Gap between HOMO and LUMO (alpha / beta)**: 7.57 / 6.28 eV

Geometry as ORCA input:
```
! wB97M-V def2-TZVPD RIJCOSX def2/J DEFGRID3
* xyz 1 3
C 1.281 0.102 -0.982
C -1.160 -0.309 1.521
N 0.702 -0.829 -1.444
N -0.858 0.460 0.492
I 2.297 1.132 0.437
I 0.518 -1.991 -2.976
I 1.995 1.380 -3.415
H -2.114 0.023 2.018
H -0.571 -0.192 2.324
H -1.332 -1.244 1.225
H -0.756 1.468 0.800
*
```

The following is a DFT calculation (the ωB97M-V functional and the def2-TZVPD basis) of a single C3H4N2O2S molecule.

**HOMO level**: -9.44 eV
**Relative energy (zero: lowest compared OMol25 entry of this formula, charge and spin)**: 4.928 eV
**Gap between HOMO and LUMO**: 8.54 eV

Geometry as ORCA input:
```
! wB97M-V def2-TZVPD RIJCOSX def2/J DEFGRID3
* xyz 0 1
C 0.154 -0.542 -1.356
C 1.288 0.380 -0.795
C -1.186 -0.889 0.703
N -0.823 -0.918 -0.649
N 1.514 0.800 0.369
O -0.525 0.245 1.880
O -0.203 2.477 0.565
S 0.461 1.468 1.508
H 0.303 -0.868 -2.480
H 2.131 0.317 -1.481
H -2.267 -0.529 0.698
H -0.847 -1.941 1.037
*
```

Table of total energy (a.u.), in record order: -2601.94659 -286.21270 -229.76084 -740.02691 -1159.91209 -1080.71470 -774.74569